# 1
DFT (the ωB97M-V functional and the def2-TZVPD basis) results for a structure of composition C21H52CrN7O14SZr in a non-equilibrium geometry.

Computed properties:
HOMO energy (spin up / spin down): -12.22 / -12.52 eV
Energy above the lowest of the compared OMol25 structures with the same formula, charge and spin: 456.3 kJ/mol
Net charge: +2
Spin multiplicity: 4
HOMO-LUMO gap (spin up / spin down): 3.7 / 4.0 eV

CARTESIAN COORDINATES (ANGSTROEM)
Cr -1.73898 -1.14459 -1.89433
Zr -0.41794 3.05667 1.42204
O -3.63598 -1.42223 -2.13876
H -4.43766 -1.52836 -2.68700
O -0.88097 -1.60643 -3.55589
H -0.81011 -2.01850 -4.43890
O 0.20066 2.45479 3.29286
H 0.62811 2.24770 4.14664
S -0.66322 -0.28712 0.45472
O -0.24987 -0.49654 -0.87665
O -1.99628 -0.74738 0.13875
O 0.04614 -1.17075 1.34916
O -0.56630 1.14689 0.81317
C -0.31350 -2.84932 4.67360
O -1.35175 -2.99938 5.31500
N 0.80273 -3.65123 4.69775
C 1.01454 -4.53918 5.83704
C 1.93842 -3.33855 3.93869
H -0.14680 -2.09137 3.89262
H 0.10105 -4.66394 6.41848
H 1.73682 -4.02036 6.46731
H 1.47064 -5.47066 5.50176
H 2.34318 -4.22326 3.44720
H 1.84000 -2.60158 3.14164
H 2.66826 -2.90021 4.61935
C 1.00570 3.28958 -2.03817
O 0.32317 2.91085 -1.05102
N 0.88677 4.40067 -2.69185
C 1.49268 4.57197 -4.01220
C 0.04625 5.50929 -2.21069
H 1.72955 2.65210 -2.56907
H 2.50799 4.27198 -4.27154
H 1.67536 5.63999 -4.13074
H 0.85684 4.11908 -4.77292
H 0.60288 6.37328 -1.84768
H -0.60298 5.85300 -3.01596
H -0.62819 5.21672 -1.40593
C -2.67712 1.88902 -2.30219
O -2.10129 0.78114 -2.49775
N -3.10988 2.66467 -3.35559
C -3.63533 3.97050 -3.02797
C -3.01599 2.31304 -4.78665
H -2.89598 2.36159 -1.33215
H -4.53029 4.12169 -3.63153
H -2.86940 4.73498 -3.15838
H -3.96995 4.03423 -1.99256
H -3.99251 2.48240 -5.24034
H -2.28860 2.98804 -5.23761
H -2.78099 1.25230 -4.87455
C -0.84097 -3.82089 -0.47300
O -1.43457 -3.04497 -1.28441
N -1.43971 -4.20114 0.68958
C -0.70039 -5.07658 1.55293
C -2.79918 -3.71435 1.09499
H 0.19341 -4.14182 -0.67117
H -0.68317 -4.75790 2.59516
H 0.33429 -5.20474 1.23496
H -1.10597 -6.07940 1.68688
H -2.70028 -3.24845 2.07543
H -3.13516 -3.00259 0.34092
H -3.52254 -4.52353 1.19532
C 2.62500 1.43976 1.10905
O 1.67887 2.21911 1.00430
N 3.83076 1.60972 0.47534
C 4.87774 0.60790 0.65877
C 4.07869 2.72607 -0.46503
H 2.48458 0.52789 1.70986
H 4.52230 -0.18890 1.31213
H 5.82356 1.02370 1.00610
H 4.97603 0.16035 -0.33024
H 4.92033 3.36438 -0.19612
H 4.35111 2.28386 -1.42333
H 3.19821 3.36751 -0.42747
C -3.24956 1.30341 2.71427
O -2.50942 2.23600 2.37427
N -3.10533 0.33125 3.63851
C -1.94714 0.27079 4.55707
C -4.00329 -0.79048 3.78791
H -4.17504 1.14455 2.13941
H -1.69764 1.12923 5.18072
H -1.01805 0.20824 3.99051
H -2.06291 -0.60243 5.19909
H -3.55721 -1.75159 3.53221
H -4.50532 -0.84250 4.75401
H -4.72598 -0.88819 2.97781
C 4.53503 -1.02140 -3.78275
O 5.10008 -1.81074 -4.51018
N 3.35868 -1.15885 -3.16551
C 2.62587 0.07394 -2.66130
C 2.57601 -2.39612 -3.16386
H 4.91078 0.01338 -3.76704
H 3.20396 0.98656 -2.80639
H 2.42556 -0.13417 -1.61027
H 1.62525 0.23128 -3.06393
H 1.69006 -2.42562 -3.79816
H 3.18719 -3.28564 -3.31654
H 2.17562 -2.68352 -2.19165

---

# 2
DFT (the ωB97M-V functional and the def2-TZVPD basis) results for a structure of composition C21H52N2O8Zn in a non-equilibrium geometry.

Computed properties:
HOMO energy: -1.05 eV
Net charge: -2
HOMO-LUMO gap: 5.7 eV

CARTESIAN COORDINATES (ANGSTROEM)
Zn 9.11790 7.56903 18.37319
C 10.42722 4.41411 20.12466
C 9.05941 4.57569 19.41696
O 8.42570 5.79503 19.47113
H 10.17783 4.50590 21.18177
H 11.05686 5.24579 19.80852
H 10.91880 3.44402 20.05136
H 8.37940 3.77627 19.71128
H 9.17671 4.42127 18.34435
C 7.47133 10.67310 17.18200
C 7.45811 10.28406 18.68536
O 7.68533 8.91901 18.96251
H 6.93225 9.94999 16.56994
H 8.51061 10.45859 16.93307
H 7.11883 11.68645 16.98969
H 6.44930 10.58038 18.97277
H 8.23132 10.85322 19.20141
C 12.14252 9.62153 20.66516
C 11.95029 8.70234 19.44923
O 10.78055 8.10322 19.36338
H 11.31360 10.32930 20.65773
H 12.97995 10.31273 20.57005
H 11.98130 9.16274 21.64068
H 12.60790 7.88741 19.75177
H 12.34434 9.10227 18.51494
C 10.88896 5.82811 15.88466
C 9.60218 6.44887 15.33654
C 8.41989 5.44880 15.20473
O 9.19711 7.40445 16.35221
H 11.47358 5.17631 15.23545
H 10.76875 5.46011 16.90359
H 11.66376 6.57441 16.06029
H 9.83149 6.82516 14.33958
H 7.50000 5.90161 14.83476
H 8.35369 4.97741 16.18529
H 8.61126 4.71205 14.42456
C 3.16204 8.69462 16.52338
O 3.49710 7.32615 16.28875
C 4.82915 7.00717 16.08025
C 5.68765 7.15902 17.31919
N 5.02130 6.52797 18.41821
C 5.17134 5.08952 18.22026
C 4.64388 4.46140 19.52639
O 5.60745 4.60262 20.61773
C 5.38689 3.54033 21.52894
H 3.80135 9.29984 17.16610
H 2.22936 8.75935 17.08374
H 2.98326 9.25993 15.60874
H 5.27207 7.62000 15.29517
H 4.97529 5.99952 15.69116
H 5.84233 8.23799 17.31876
H 6.69363 6.79565 17.10928
H 4.03334 6.68247 18.27615
H 6.19598 4.81102 17.97398
H 4.56580 4.78411 17.36694
H 4.56067 3.42121 19.21148
H 3.67862 4.80732 19.89614
H 4.36846 3.32267 21.85072
H 5.79101 3.76538 22.51593
H 5.75123 2.63363 21.04599
C 6.14154 6.41476 24.25657
O 7.04715 6.53145 23.19966
C 8.34579 6.70205 23.71019
C 9.27118 7.33285 22.67321
N 8.69404 8.35559 21.78333
C 8.50776 9.70407 22.36276
C 7.07660 9.84913 22.89280
O 6.00586 9.88030 21.95161
C 4.75361 10.44986 22.41606
H 5.29490 5.78416 23.98519
H 5.85428 7.41437 24.58270
H 6.58866 5.94438 25.13231
H 8.77592 5.80635 24.15830
H 8.37604 7.51386 24.43693
H 9.45311 6.50809 21.98417
H 10.24025 7.60655 23.09045
H 9.23362 8.44526 20.93426
H 8.64805 10.47945 21.60963
H 9.21594 10.01265 23.13176
H 7.19709 10.86292 23.27467
H 6.83597 9.38227 23.84792
H 4.74669 11.43096 22.89092
H 4.35438 9.67853 23.07466
H 4.03906 10.48705 21.59379

---

Result set for total energy: -3757.2099; -3321.8121 a.u., one per record in the order listed.